{
  "formula": "C45H115BeN8O14",
  "method": "ωB97M-V/def2-TZVPD",
  "gap_ev": [5.40, 2.11],
  "total_energy_ev": -89489.2667,
  "relative_energy_kcal_mol": 0.0,
  "total_charge": 2,
  "spin_multiplicity": 2,
  "elements": ["Be", "C", "C", "C", "O", "H", "H", "H", "H", "H", "H", "H", "C", "O", "C", "C", "N", "C", "C", "O", "C", "H", "H", "H", "H", "H", "H", "H", "H", "H", "H", "H", "H", "H", "H", "H", "C", "O", "C", "C", "N", "C", "C", "O", "C", "H", "H", "H", "H", "H", "H", "H", "H", "H", "H", "H", "H", "H", "H", "H", "C", "O", "C", "C", "N", "C", "C", "O", "C", "H", "H", "H", "H", "H", "H", "H", "H", "H", "H", "H", "H", "H", "H", "H", "C", "O", "C", "C", "N", "C", "C", "O", "C", "H", "H", "H", "H", "H", "H", "H", "H", "H", "H", "H", "H", "H", "H", "H", "C", "O", "C", "C", "N", "C", "C", "O", "C", "H", "H", "H", "H", "H", "H", "H", "H", "H", "H", "H", "H", "H", "H", "H", "C", "C", "C", "O", "C", "N", "H", "H", "H", "H", "H", "H", "H", "H", "H", "H", "H", "C", "C", "C", "O", "C", "N", "H", "H", "H", "H", "H", "H", "H", "H", "H", "H", "H", "C", "C", "C", "O", "C", "N", "H", "H", "H", "H", "H", "H", "H", "H", "H", "H", "H"],
  "xyz": [[0.124711, 23.632569, 7.742503], [-4.003257, 21.332263, 8.262559], [-3.576587, 22.809701, 8.217303], [-4.677757, 23.764605, 8.878022], [-2.296097, 23.118510, 8.639655], [-4.817831, 21.127331, 7.567894], [-4.353716, 20.963335, 9.226494], [-3.222294, 20.657482, 7.912020], [-3.609285, 23.063258, 7.157709], [-4.796791, 23.473761, 9.921738], [-5.633996, 23.579928, 8.388531], [-4.431551, 24.826028, 8.907462], [1.547271, 26.827406, 7.302452], [1.648896, 25.450629, 6.923098], [2.989780, 25.143593, 6.598297], [3.052469, 23.663167, 6.173426], [2.694641, 22.816871, 7.306641], [2.723962, 21.367629, 7.047624], [1.573221, 20.838331, 6.136895], [0.343500, 21.434801, 6.628163], [-0.721152, 20.841505, 5.845423], [1.847610, 26.945715, 8.343557], [0.508333, 27.154459, 7.260822], [2.187550, 27.495917, 6.726918], [3.600704, 25.257633, 7.493765], [3.508506, 25.702190, 5.819200], [4.014192, 23.421824, 5.720711], [2.348274, 23.541335, 5.350400], [3.498205, 22.929631, 7.908029], [2.633928, 20.812077, 7.981082], [3.655634, 21.061399, 6.571904], [1.667492, 19.762438, 5.989692], [1.706477, 21.314867, 5.165685], [-0.773879, 19.789031, 6.124019], [-0.554804, 20.892745, 4.769414], [-1.588487, 21.385604, 6.219290], [-8.938066, 15.573486, 9.330317], [-7.605860, 16.087432, 9.072067], [-7.022570, 16.814102, 10.127420], [-5.899280, 17.638149, 9.525426], [-4.872001, 16.774319, 8.926939], [-3.922805, 17.565909, 8.152512], [-2.962076, 16.599947, 7.463150], [-3.666340, 16.018285, 6.359198], [-2.857481, 15.095910, 5.666083], [-8.942745, 14.828326, 10.125818], [-9.215462, 15.005603, 8.442257], [-9.716600, 16.281223, 9.615124], [-6.600413, 16.181416, 10.908174], [-7.725687, 17.481171, 10.626156], [-5.517137, 18.291740, 10.309579], [-6.361916, 18.225250, 8.732091], [-5.354957, 16.132759, 8.314355], [-3.362711, 18.222627, 8.818182], [-4.386330, 18.224368, 7.417885], [-2.617032, 15.826807, 8.149655], [-2.100473, 17.176304, 7.126172], [-2.081982, 15.598104, 5.087718], [-3.418325, 14.546570, 4.909932], [-2.415523, 14.340565, 6.315883], [-1.180526, 32.843227, 6.918677], [-2.311289, 32.339793, 7.648208], [-3.514766, 33.062301, 7.610634], [-4.504479, 32.562306, 8.654054], [-5.220563, 31.336284, 8.284303], [-5.958140, 30.766586, 9.393292], [-6.878739, 29.562956, 9.030513], [-6.260740, 28.269353, 9.054108], [-7.213100, 27.195669, 8.795014], [-1.380994, 33.018309, 5.861669], [-0.355189, 32.134212, 6.983613], [-0.848399, 33.758989, 7.407725], [-3.883741, 33.160535, 6.589704], [-3.270429, 34.061152, 7.972134], [-5.315011, 33.239694, 8.922893], [-3.906583, 32.430577, 9.555878], [-4.642724, 30.650599, 7.819495], [-6.532963, 31.557359, 9.875338], [-5.308039, 30.347650, 10.161380], [-7.267930, 29.733647, 8.026773], [-7.771045, 29.578076, 9.656357], [-7.719344, 27.406763, 7.853065], [-7.914826, 27.124357, 9.626030], [-6.798616, 26.192780, 8.692367], [-7.253611, 17.475650, 14.617719], [-8.185654, 18.347240, 14.075611], [-9.366884, 17.665985, 13.697878], [-10.240242, 18.695853, 12.892421], [-9.896131, 18.847676, 11.513243], [-10.669451, 19.927578, 10.845168], [-10.137260, 20.041875, 9.431151], [-8.794858, 20.561579, 9.408041], [-8.236635, 20.493058, 8.188016], [-7.104663, 16.613222, 13.967996], [-7.586424, 16.988015, 15.533979], [-6.282309, 17.949057, 14.761081], [-9.976057, 17.382536, 14.556167], [-9.251584, 16.865265, 12.967373], [-10.187964, 19.646715, 13.422731], [-11.266537, 18.339418, 12.980642], [-8.914341, 19.082796, 11.483175], [-10.580522, 20.848104, 11.422069], [-11.720187, 19.637830, 10.835013], [-10.816466, 20.682682, 8.868889], [-10.290361, 19.142005, 8.835428], [-7.228587, 20.895721, 8.286932], [-8.734934, 20.962595, 7.339883], [-8.116845, 19.439186, 7.936798], [0.375699, 27.341470, 13.138501], [-0.301411, 26.341809, 12.296442], [-1.552916, 25.962551, 12.784813], [-2.286480, 25.114499, 11.769002], [-1.792651, 23.741056, 11.653153], [-2.298229, 22.785704, 12.674881], [-3.706619, 22.246791, 12.366484], [-4.060908, 21.443894, 13.412787], [-5.351086, 20.796634, 13.244928], [0.108577, 28.354704, 12.838312], [1.456944, 27.290262, 13.010487], [0.145331, 27.279590, 14.202078], [-2.120176, 26.877607, 12.955047], [-1.380932, 25.452062, 13.732395], [-2.193198, 25.445900, 10.734806], [-3.373473, 25.114754, 11.849829], [-1.984542, 23.463893, 10.701072], [-2.190574, 23.190284, 13.681282], [-1.581919, 21.964137, 12.680352], [-3.616279, 21.666281, 11.448362], [-4.468369, 23.023482, 12.298834], [-5.284398, 20.163034, 12.360514], [-6.177402, 21.504983, 13.185276], [-5.434963, 20.217655, 14.164629], [-6.135395, 22.702243, 4.622154], [-4.980545, 23.467379, 4.042420], [-4.813007, 24.803582, 4.742995], [-6.026998, 25.514411, 4.385463], [-6.067648, 26.879702, 4.879149], [-3.730467, 22.729769, 4.154227], [-5.916714, 22.451845, 5.660211], [-6.241709, 21.719804, 4.162137], [-7.044020, 23.301019, 4.559104], [-5.010440, 23.567453, 2.957433], [-4.009099, 25.397393, 4.308010], [-4.568199, 24.662934, 5.795797], [-5.391106, 27.555994, 4.356640], [-5.776041, 26.965071, 5.925946], [-6.983619, 27.394955, 4.589990], [-3.455167, 22.571007, 5.112927], [-2.921268, 23.310699, 3.987441], [2.595806, 24.718951, 11.495915], [1.846233, 24.003731, 10.390340], [1.353569, 22.595449, 10.675471], [0.733195, 22.043832, 9.497899], [-0.182246, 20.969977, 9.834809], [0.696436, 24.812309, 10.011488], [1.904573, 24.980195, 12.297196], [3.301459, 25.468250, 11.137160], [3.241892, 23.930650, 11.882235], [2.599619, 23.833027, 9.621340], [0.715812, 22.569311, 11.559031], [2.230165, 22.018441, 10.970011], [0.206784, 20.311169, 10.611174], [-0.320160, 20.405334, 8.912716], [-1.173421, 21.285906, 10.160168], [-0.065004, 24.473700, 10.582140], [0.837862, 25.715626, 10.440566], [-2.991491, 27.782580, 8.765449], [-2.781589, 27.055195, 7.410035], [-2.379818, 27.936642, 6.212307], [-3.483604, 28.802692, 5.921411], [-3.172700, 29.667530, 4.819626], [-1.784692, 26.001746, 7.646618], [-2.119686, 28.409247, 8.953462], [-3.143494, 27.077538, 9.582706], [-3.878022, 28.416141, 8.793040], [-3.693247, 26.550644, 7.090029], [-2.203075, 27.225300, 5.405550], [-1.372884, 28.344612, 6.300336], [-3.991084, 30.327330, 4.531509], [-3.071745, 29.113826, 3.886181], [-2.225430, 30.152649, 5.055069], [-1.537689, 25.698298, 6.715485], [-2.257280, 25.202396, 8.043845]],
  "forces_ev_per_a": [[0.46, -1.00, 2.57], [-0.02, -0.15, 0.04], [-0.76, 1.10, -0.78], [0.81, -1.46, 0.17], [2.00, 0.37, 0.44], [-0.25, 0.32, -0.07], [0.17, 0.18, 0.26], [0.37, 0.17, 0.15], [-0.30, 0.09, -0.55], [-0.04, -0.11, 0.15], [-0.08, 0.19, -0.10], [0.21, 0.04, -0.47], [-0.47, 0.36, 0.90], [-0.29, 0.46, -0.79], [0.88, -2.20, 0.28], [-0.59, 0.68, -0.54], [-0.30, -0.32, -0.37], [-1.06, -1.13, -0.69], [1.44, 3.21, 0.47], [0.36, -1.00, -0.69], [-0.31, 0.34, 1.23], [0.12, -0.15, 0.16], [0.08, -0.28, -0.21], [-0.04, -0.33, -0.43], [0.12, 0.14, 0.29], [-0.81, 0.64, -0.22], [0.37, 0.03, 0.25], [-0.30, -0.12, 0.03], [-0.23, 0.27, 0.84], [0.13, 0.39, 0.24], [0.23, 0.02, -0.06], [-0.79, -0.10, 0.56], [0.13, -0.33, -0.42], [-0.25, -0.05, 0.00], [-0.01, 0.42, 0.02], [-0.35, -0.31, -0.55], [0.84, -0.79, -0.08], [-1.46, -0.17, 0.28], [0.43, 0.31, 0.06], [-0.44, -0.78, -0.34], [-0.13, 1.04, 0.65], [0.31, -1.21, 0.30], [-0.77, 0.64, -0.49], [0.45, -0.06, 0.42], [0.00, -0.27, -0.57], [0.39, -0.06, 0.31], [-0.07, 0.37, -0.12], [0.35, 0.64, -0.29], [-0.02, -0.50, 0.05], [-0.32, 0.08, -0.16], [0.40, 0.05, -0.09], [-0.07, 0.56, -0.03], [-0.02, -0.16, -0.20], [0.11, -0.05, 0.27], [-0.22, 0.05, -0.38], [-0.05, -0.07, 0.13], [0.34, -0.04, -0.38], [0.39, 0.22, 0.20], [-0.52, 0.19, 0.23], [0.14, 0.08, 0.26], [-0.31, 0.38, 0.43], [-0.08, -1.54, 0.12], [0.88, 1.32, 0.03], [-0.42, -0.10, -1.65], [1.90, -0.46, 3.27], [-1.72, -1.26, -0.48], [-0.44, -0.60, -0.93], [0.18, 0.32, 0.26], [-0.29, 0.79, 0.01], [-0.29, 0.07, -0.01], [-0.37, -0.22, 0.20], [0.03, 0.23, -0.21], [-0.41, -0.16, -0.04], [-0.25, 0.53, -0.19], [0.28, 0.58, -0.18], [-0.11, -0.66, 0.37], [0.05, -0.51, -1.27], [-0.05, 0.00, -0.08], [0.89, 0.19, -0.02], [-0.09, 0.10, -0.33], [0.14, 0.10, 0.46], [-0.27, 0.05, 0.04], [-0.22, 0.24, -0.06], [0.93, 0.46, 0.12], [0.62, -1.26, 0.09], [-0.29, -0.07, -0.39], [-1.45, 2.22, -1.49], [-0.09, -0.67, 1.51], [-0.13, 0.01, -0.49], [1.34, -1.41, 0.22], [-0.73, 1.06, -0.28], [-2.50, 0.07, 2.27], [1.86, -1.01, -1.64], [0.24, -0.06, -0.49], [-0.14, 0.42, 0.51], [-0.24, 0.24, 0.08], [0.30, -0.37, 0.21], [0.66, -0.55, 0.39], [-0.04, 0.29, 0.33], [-0.20, 0.02, -0.15], [0.19, 0.23, -0.26], [0.00, 0.43, -0.20], [-0.03, -0.02, -0.14], [0.10, 0.89, -0.01], [0.81, -0.75, 0.45], [0.08, 0.19, -0.22], [-0.46, 0.43, 0.15], [0.11, -0.30, -0.51], [-0.49, -0.24, -0.74], [2.04, 1.20, 0.39], [-0.58, 0.42, -0.04], [-0.11, -1.09, -0.92], [0.17, 0.22, 1.21], [0.47, 0.30, -1.14], [1.02, 0.60, 0.22], [-1.18, -1.26, 1.11], [1.55, 0.20, 0.66], [-0.36, 0.02, -0.23], [-0.09, -0.48, -0.12], [-0.14, -0.52, -0.01], [-0.39, 0.06, 0.28], [-0.47, -0.24, 0.18], [0.50, 0.93, 0.08], [-0.29, 0.27, 0.89], [-0.25, -0.70, -0.28], [-0.40, 0.36, -0.07], [-0.22, -0.40, -0.05], [-0.30, 0.05, -0.52], [0.08, 0.50, -0.60], [-0.35, -0.15, -0.03], [0.05, 0.16, -0.15], [-0.34, -0.17, -0.31], [0.04, -0.50, 0.04], [1.54, 0.06, -0.02], [-1.34, 0.94, -1.94], [0.24, 1.42, 1.63], [0.56, -0.34, -0.99], [1.36, -0.83, 0.92], [-0.05, 0.31, 0.35], [-0.20, 0.19, -0.38], [-0.01, -0.28, 0.01], [-0.89, 0.57, 0.03], [0.51, -0.12, -0.15], [-0.64, 0.10, 0.48], [0.92, -0.40, -0.29], [-0.49, -0.15, 0.23], [-0.65, -0.81, 0.60], [-0.89, -0.76, 0.87], [0.00, 0.60, -1.32], [0.43, -2.08, 0.62], [0.13, -0.02, -0.13], [0.68, 0.18, 0.69], [-0.61, 0.41, 0.60], [-0.14, -0.28, -0.56], [-0.12, -0.64, -1.77], [0.25, 0.52, -0.05], [-0.59, 0.41, 0.04], [0.35, 0.10, 0.55], [-0.34, 0.53, -0.70], [-0.60, 0.11, -0.23], [0.13, -0.48, -0.31], [0.46, 0.11, -0.07], [0.06, -0.02, 0.09], [0.15, 0.61, -0.07], [-0.67, -0.38, 0.16], [-0.18, 0.65, -0.67], [-0.10, 0.25, -0.85], [-0.30, 0.40, 0.89], [-0.80, -1.23, 0.48], [0.87, 0.40, -0.12], [0.15, -0.74, -0.23], [0.48, 0.39, -0.68], [0.14, -0.11, 0.23], [0.26, -0.13, -0.10], [-0.05, 0.00, -0.34], [-0.46, 0.29, 0.10], [-0.47, -0.14, -0.64], [-0.15, 1.15, 0.52], [-0.06, 0.32, 0.94], [0.45, -0.51, 0.01], [-0.15, 0.52, -0.28], [0.23, -0.41, -0.43], [-0.06, -0.50, 0.48]]
}